C5H8N2O | wB97M-V/def2-TZVPD

The calculation puts the energy relative to the best compared isomer or geometry (same formula, charge and spin) at 159.4 kcal per mole. The HOMO-LUMO gap comes out at 9.25 eV. As for the HOMO energy: -0.3237 Eh. Its total energy is -379.83412 hartree.

Geometry (Å):
C: -2.7514 -0.8230 -0.2557
C: -0.1609 -0.0030 -1.6127
C: 1.0965 -0.1776 -1.1061
C: 0.6055 -0.1292 0.3990
C: 1.1477 0.7690 1.2597
H: -3.4104 -1.6952 0.1474
H: -2.9451 0.2700 -1.1457
H: -0.3730 0.8487 -2.3540
H: -0.6389 -0.8445 -2.1302
H: 1.7157 -1.0629 -1.0079
H: 2.0432 0.5549 -1.3499
H: 0.4962 -1.2135 0.7852
H: 0.4814 1.4077 1.8912
N: -1.5979 -0.7749 0.3684
N: -0.6389 0.0627 -0.1862
O: 2.3330 1.1129 1.4728

Atoms 1-6, force components in eV/Å:
1.4562 2.0288 0.0737
-6.0857 0.4064 -2.3940
10.8902 0.9216 3.0884
0.3177 -5.4711 -3.9458
3.8155 6.0966 5.3328
0.5884 2.1694 -1.2453

=====

C12H29N4O9PSn | wB97M-V/def2-TZVPD

The calculation puts the energy relative to the best compared isomer or geometry (same formula, charge and spin) at 121.0 kcal per mole. The HOMO-LUMO gap (spin up / spin down) comes out at 2.28 / 2.28 eV. As for the HOMO energy (spin up / spin down): -0.1812 / -0.1813 Eh. Its total energy is -1925.98126 hartree.

Geometry (Å):
O: -0.2996 -2.1369 -5.1228
H: -1.0708 -1.7760 -4.6369
Sn: -0.4358 0.0920 -0.5863
N: 1.1490 -1.0580 -1.2960
N: -1.1896 -1.8587 -0.1241
N: 0.2661 2.0362 -0.7209
N: -1.8463 1.1455 0.6488
O: 2.3100 -0.5870 -1.3454
O: 1.3924 2.4048 -1.4868
O: -2.9514 0.5909 1.2509
O: -2.2722 -2.0404 0.5306
C: -0.5165 -2.7293 -0.8677
C: 0.7321 -2.3060 -1.4793
C: -0.4160 2.9136 -0.0045
C: -1.5523 2.4311 0.7378
C: 1.6738 -3.1360 -2.2478
H: 1.8257 -2.6589 -3.2235
H: 1.2960 -4.1392 -2.4147
H: 2.6394 -3.2019 -1.7285
C: -1.1226 -4.0656 -0.9726
H: -2.1057 -3.9764 -1.4506
H: -1.2605 -4.4855 0.0296
H: -0.5166 -4.7470 -1.5609
C: 0.0632 4.2997 0.0927
C: -2.3395 3.2966 1.6254
H: 0.7080 4.6040 -0.7381
H: 0.6127 4.4545 1.0314
H: -0.8092 4.9522 0.1049
H: -2.9372 2.7482 2.3603
H: -3.0132 3.8938 1.0028
H: -1.6702 3.9782 2.1518
H: 1.5116 1.7109 -2.1890
H: -2.9475 -0.3919 0.9808
C: -1.9487 0.2112 -2.1523
H: -2.0623 0.0595 -3.2434
H: -1.9643 1.2830 -1.9142
H: -2.6948 -0.3541 -1.5738
O: 1.7191 0.9966 -4.7148
H: 1.4510 0.1523 -5.1252
H: 0.9992 1.1872 -4.0892
C: 2.0619 2.0622 2.7497
O: 0.7661 1.6115 2.4011
P: 0.5815 0.1023 1.5626
O: -0.6075 -0.3597 2.5141
C: -0.3742 -0.8475 3.8249
O: 1.2982 -1.4166 1.3241
C: 2.2795 -2.0178 2.1491
H: 1.9256 3.0362 3.2295
H: 2.6562 2.1297 1.8323
H: 2.4803 1.3232 3.4425
H: 0.5474 -0.4510 4.2668
H: -1.2200 -0.5750 4.4566
H: -0.3253 -1.9233 3.6835
H: 2.8805 -1.2110 2.5729
H: 1.7386 -2.5782 2.9119
H: 2.9049 -2.6781 1.5399

Atoms 1-6, force components in eV/Å:
-0.2135 0.6301 0.7802
0.5065 -0.2851 -0.3933
-1.4904 -3.7133 -4.8757
-2.9644 -1.4749 1.0918
2.8552 0.2172 -0.8238
0.0842 2.5041 -0.3904

=====

C3H4Br2O | wB97M-V/def2-TZVPD

The calculation puts the energy relative to the best compared isomer or geometry (same formula, charge and spin) at 44.7 kcal per mole. The HOMO-LUMO gap (spin up / spin down) comes out at 7.53 / 8.89 eV. As for the HOMO energy (spin up / spin down): -0.2517 / -0.3775 Eh. Its total energy is -5339.76328 hartree. As for the spin multiplicity: 3.

Geometry (Å):
C: -1.4779 0.5410 -0.0586
C: -0.4650 1.2716 -0.3780
C: 1.3830 -1.6201 1.3335
O: 1.4100 -0.4957 0.7817
Br: 0.5059 1.0230 -2.0303
Br: 0.8397 -3.0327 0.2441
H: -1.8896 0.0192 -0.8842
H: -1.7890 0.6039 0.9091
H: 0.1707 1.9580 0.1938
H: 1.3120 -0.2683 -0.1110

Atoms 1-6, force components in eV/Å:
0.3710 0.2760 -2.0233
2.7689 1.4576 -0.5515
-0.3116 -2.9710 -0.2055
0.8927 3.8995 2.4455
-0.3967 0.0836 -0.0974
-0.1558 -0.9483 0.2745

=====

Repeat the third record exactly.
C3H4Br2O | wB97M-V/def2-TZVPD

The calculation puts the energy relative to the best compared isomer or geometry (same formula, charge and spin) at 44.7 kcal per mole. The HOMO-LUMO gap (spin up / spin down) comes out at 7.53 / 8.89 eV. As for the HOMO energy (spin up / spin down): -0.2517 / -0.3775 Eh. Its total energy is -5339.76328 hartree. As for the spin multiplicity: 3.

Geometry (Å):
C: -1.4779 0.5410 -0.0586
C: -0.4650 1.2716 -0.3780
C: 1.3830 -1.6201 1.3335
O: 1.4100 -0.4957 0.7817
Br: 0.5059 1.0230 -2.0303
Br: 0.8397 -3.0327 0.2441
H: -1.8896 0.0192 -0.8842
H: -1.7890 0.6039 0.9091
H: 0.1707 1.9580 0.1938
H: 1.3120 -0.2683 -0.1110

Atoms 1-6, force components in eV/Å:
0.3710 0.2760 -2.0233
2.7689 1.4576 -0.5515
-0.3116 -2.9710 -0.2055
0.8927 3.8995 2.4455
-0.3967 0.0836 -0.0974
-0.1558 -0.9483 0.2745

=====

Repeat the third record exactly.
C3H4Br2O | wB97M-V/def2-TZVPD

The calculation puts the energy relative to the best compared isomer or geometry (same formula, charge and spin) at 44.7 kcal per mole. The HOMO-LUMO gap (spin up / spin down) comes out at 7.53 / 8.89 eV. As for the HOMO energy (spin up / spin down): -0.2517 / -0.3775 Eh. Its total energy is -5339.76328 hartree. As for the spin multiplicity: 3.

Geometry (Å):
C: -1.4779 0.5410 -0.0586
C: -0.4650 1.2716 -0.3780
C: 1.3830 -1.6201 1.3335
O: 1.4100 -0.4957 0.7817
Br: 0.5059 1.0230 -2.0303
Br: 0.8397 -3.0327 0.2441
H: -1.8896 0.0192 -0.8842
H: -1.7890 0.6039 0.9091
H: 0.1707 1.9580 0.1938
H: 1.3120 -0.2683 -0.1110

Atoms 1-6, force components in eV/Å:
0.3710 0.2760 -2.0233
2.7689 1.4576 -0.5515
-0.3116 -2.9710 -0.2055
0.8927 3.8995 2.4455
-0.3967 0.0836 -0.0974
-0.1558 -0.9483 0.2745

=====

> The lowest energy relative to the best compared isomer or geometry (same formula, charge and spin) belongs to which entry?

C3H4Br2O

=====

> The lowest energy relative to the best compared isomer or geometry (same formula, charge and spin) belongs to which entry?

C3H4Br2O